297
Properties=species:S:1:pos:R:3:mulliken_charge:R:1 method="wB97M-V/def2-TZVPD" homo_ev=-8.282 gap_ev=8.7 max_force_ev_per_a=3.120 e_tot_ev=-133172.3534
C 1.135 -7.333 -0.711 -1.03
C -0.165 -6.900 -0.081 0.35
C 0.053 -5.922 1.080 0.29
O 1.322 -6.176 1.751 -0.30
C 1.497 -5.253 2.813 -0.47
N -1.125 -6.377 -1.056 -0.65
H 0.812 -8.065 -1.462 0.45
H 1.778 -7.840 0.021 0.43
H 1.659 -6.526 -1.187 -0.22
H -0.558 -7.843 0.376 0.32
H -0.797 -5.965 1.793 0.43
H 0.045 -4.905 0.617 -0.45
H 0.731 -5.433 3.580 0.32
H 1.462 -4.194 2.489 0.03
H 2.504 -5.434 3.202 0.29
H -0.652 -5.603 -1.514 -0.15
H -1.891 -5.919 -0.550 0.35
C -3.911 3.397 2.537 -1.30
C -5.073 2.569 2.017 0.78
C -6.341 3.467 2.152 -1.40
O -7.441 2.761 1.648 -0.21
C -8.604 3.472 1.530 -0.85
N -4.948 2.111 0.637 0.82
H -3.989 4.375 2.028 0.27
H -2.957 2.917 2.293 -0.29
H -3.962 3.562 3.613 0.73
H -5.166 1.715 2.693 0.35
H -6.265 4.343 1.467 0.36
H -6.480 3.905 3.157 0.56
H -8.903 3.860 2.502 0.32
H -9.268 2.709 1.068 0.19
H -8.496 4.314 0.851 0.32
H -5.522 2.701 0.012 0.18
H -5.425 1.216 0.626 -0.89
C -5.865 -1.502 2.747 -1.62
C -6.107 -1.939 1.269 1.77
C -7.427 -2.769 1.247 -1.14
O -7.688 -3.390 -0.002 -0.23
C -8.710 -4.380 -0.003 -0.85
N -6.158 -0.903 0.257 -0.11
H -6.643 -0.806 3.073 0.41
H -4.846 -1.131 2.836 -0.03
H -5.919 -2.437 3.358 0.48
H -5.212 -2.538 1.049 -0.96
H -8.188 -2.062 1.425 0.42
H -7.347 -3.560 2.004 0.44
H -8.420 -5.076 0.792 0.37
H -8.681 -4.888 -0.974 0.24
H -9.738 -4.022 0.192 0.28
H -6.212 -1.364 -0.658 0.23
H -7.015 -0.359 0.373 0.27
C -0.137 8.082 1.458 -1.51
C 0.714 7.079 2.327 1.53
C -0.208 6.167 3.241 -1.62
C -0.973 5.093 2.397 0.18
C 0.051 4.269 1.605 0.62
C 0.960 5.143 0.679 1.74
N 1.550 6.215 1.517 0.76
O 2.412 6.952 0.648 -0.56
C 2.132 4.233 0.168 -0.80
C 0.126 5.574 -0.582 -0.86
C 1.617 7.857 3.232 -2.04
H 0.466 8.489 0.634 0.26
H -0.394 8.929 2.124 0.48
H -1.053 7.607 1.085 0.17
H 0.447 5.605 3.964 0.29
H -0.855 6.864 3.777 0.62
H -1.713 5.530 1.693 -0.18
H -1.635 4.533 3.070 -0.02
H -0.467 3.526 0.983 -0.45
H 0.721 3.694 2.285 -0.30
H 2.600 4.575 -0.776 0.44
H 2.913 4.197 0.928 0.12
H 1.691 3.243 -0.034 -0.66
H -0.800 6.053 -0.273 0.18
H 0.665 6.179 -1.339 0.58
H -0.224 4.696 -1.147 -0.36
H 2.208 7.152 3.784 0.35
H 0.919 8.388 3.885 0.48
H 2.253 8.528 2.657 0.39
H 3.294 6.694 0.920 0.35
C -0.630 -2.865 -8.190 -1.33
C 0.183 -4.129 -7.564 1.46
C 1.700 -3.928 -7.640 -1.61
C 2.188 -2.791 -6.746 -0.36
C 1.802 -3.175 -5.282 -0.55
C 0.283 -3.496 -5.064 1.40
N -0.108 -4.431 -6.191 0.54
O -1.482 -4.758 -6.016 -0.50
C 0.128 -4.234 -3.707 -1.71
C -0.603 -2.264 -4.917 -0.30
C -0.184 -5.387 -8.390 -1.99
H -0.146 -1.935 -7.871 0.15
H -1.694 -2.882 -7.851 0.30
H -0.686 -2.881 -9.284 0.42
H 2.109 -4.891 -7.329 0.42
H 2.057 -3.842 -8.661 0.49
H 1.751 -1.854 -7.026 -0.07
H 3.276 -2.652 -6.809 0.44
H 2.085 -2.415 -4.567 -0.49
H 2.273 -4.163 -5.051 0.31
H 0.552 -3.678 -2.854 -0.48
H -0.923 -4.430 -3.544 1.14
H 0.682 -5.179 -3.796 0.69
H -0.204 -1.669 -4.081 -0.57
H -0.642 -1.661 -5.853 0.29
H -1.628 -2.595 -4.709 0.46
H -1.219 -5.718 -8.225 0.37
H 0.503 -6.182 -8.131 0.42
H -0.019 -5.136 -9.449 0.41
H -1.360 -5.634 -5.640 0.39
C -2.362 2.276 8.947 -1.73
C -2.536 1.017 8.123 1.98
C -2.962 1.367 6.644 -1.44
C -1.778 1.981 5.820 0.31
C -0.563 1.111 5.817 0.21
C -0.114 0.729 7.233 2.15
N -1.291 0.184 7.953 0.08
O -0.868 -0.257 9.225 -0.48
C 0.877 -0.445 7.112 -1.88
C 0.581 1.898 7.925 -1.90
C -3.611 0.129 8.745 -2.21
H -2.029 3.113 8.313 0.30
H -1.671 2.146 9.782 0.27
H -3.353 2.523 9.349 0.47
H -3.352 0.432 6.177 0.25
H -3.824 2.066 6.668 0.44
H -1.527 3.010 6.128 0.32
H -2.120 2.007 4.788 -0.28
H 0.262 1.541 5.253 0.17
H -0.789 0.179 5.284 -0.97
H 0.262 -1.332 7.134 0.40
H 1.598 -0.333 6.300 0.09
H 1.508 -0.417 8.030 0.45
H 0.081 2.868 7.795 0.26
H 0.554 1.697 9.004 0.46
H 1.601 1.968 7.542 0.47
H -3.639 -0.770 8.161 0.47
H -4.609 0.575 8.728 0.44
H -3.330 -0.066 9.792 0.44
H -1.094 -1.192 9.207 0.36
C -2.712 5.109 -3.157 -1.29
C -4.033 4.816 -2.342 1.19
C -5.302 5.535 -2.979 -1.37
C -5.666 4.861 -4.296 -0.67
C -5.915 3.389 -4.019 -1.43
C -4.768 2.620 -3.279 1.96
N -4.306 3.439 -2.155 0.17
O -3.193 2.814 -1.609 1.88
C -5.464 1.400 -2.674 -1.85
C -3.572 2.094 -4.094 -1.70
C -3.801 5.373 -0.897 -0.94
H -2.900 4.829 -4.201 0.47
H -1.824 4.538 -2.808 -0.40
H -2.505 6.185 -3.127 0.54
H -6.123 5.347 -2.272 0.32
H -5.052 6.596 -3.086 0.42
H -4.913 5.128 -5.071 0.31
H -6.631 5.271 -4.674 0.46
H -6.165 2.806 -4.920 0.39
H -6.840 3.398 -3.419 0.45
H -6.244 1.037 -3.375 0.42
H -4.753 0.597 -2.633 0.29
H -5.861 1.555 -1.673 0.06
H -3.951 1.296 -4.730 0.65
H -3.117 2.788 -4.832 0.21
H -2.813 1.726 -3.393 0.17
H -4.524 4.853 -0.286 -0.39
H -3.917 6.454 -0.775 0.68
H -2.813 5.107 -0.514 -0.18
H -3.527 2.561 -0.714 -0.70
C 7.171 1.681 1.597 -1.54
C 6.289 0.532 2.175 1.97
C 6.762 0.093 3.618 -1.41
C 6.559 1.163 4.724 -0.89
C 5.105 1.560 4.729 -1.19
C 4.453 1.855 3.305 1.46
N 4.911 0.887 2.366 -0.08
O 4.244 1.003 1.143 0.86
C 2.969 1.777 3.490 -1.80
C 4.756 3.393 2.912 -1.66
C 6.433 -0.655 1.259 -2.59
H 6.886 2.008 0.583 0.21
H 8.247 1.440 1.561 0.41
H 7.054 2.549 2.242 0.35
H 6.188 -0.821 3.814 0.41
H 7.800 -0.224 3.589 0.50
H 7.121 2.043 4.388 0.35
H 6.884 0.883 5.707 0.53
H 4.997 2.412 5.375 0.37
H 4.483 0.709 5.059 0.29
H 2.703 2.252 4.428 0.84
H 2.385 2.231 2.678 -0.06
H 2.623 0.728 3.580 0.07
H 4.135 4.105 3.471 0.53
H 5.792 3.700 3.141 0.45
H 4.596 3.655 1.860 0.37
H 7.452 -1.057 1.356 0.57
H 6.265 -0.428 0.223 0.25
H 5.678 -1.384 1.504 0.41
H 4.417 1.907 0.797 0.02
C -1.531 0.339 -0.914 0.87
C -1.049 -1.118 -0.524 1.07
C 0.398 -1.479 -0.962 1.17
C 1.404 -0.716 -0.163 0.16
C 1.194 -1.107 1.328 -0.23
C -0.257 -0.812 1.875 2.90
N -1.142 -1.423 0.876 0.86
O -2.417 -1.487 1.375 0.15
C -0.387 -1.535 3.214 -2.09
C -0.560 0.658 2.181 0.68
C -2.004 -2.137 -1.260 -1.15
H -1.772 0.451 -1.992 0.00
H -0.794 1.092 -0.653 -1.11
H -2.491 0.611 -0.466 -0.01
H 0.567 -2.531 -0.687 -1.07
H 0.355 -1.322 -2.044 -0.12
H 1.288 0.380 -0.258 -0.38
H 2.452 -0.904 -0.432 0.26
H 1.962 -0.632 1.953 -0.05
H 1.332 -2.182 1.514 -0.86
H -1.186 -1.196 3.877 -0.03
H -0.447 -2.587 2.903 0.53
H 0.552 -1.428 3.771 0.11
H -0.516 1.316 1.336 -0.90
H -1.591 0.764 2.560 0.38
H 0.153 0.950 2.949 -0.64
H -1.861 -3.165 -0.895 -0.30
H -1.781 -2.088 -2.346 0.14
H -3.064 -1.866 -1.134 -0.04
H -2.830 -0.633 1.164 -0.09
C 7.183 -4.961 0.639 -2.14
C 5.857 -5.317 -0.027 1.72
C 4.916 -4.163 0.333 -1.13
C 3.628 -4.116 -0.459 1.68
C 4.001 -4.046 -1.936 -0.32
C 4.951 -5.269 -2.391 1.70
N 6.088 -5.237 -1.458 0.30
O 7.015 -6.230 -1.844 -0.52
C 4.297 -6.658 -2.460 -1.50
C 5.451 -4.876 -3.810 -1.61
C 5.344 -6.644 0.604 -1.70
H 7.571 -4.005 0.251 0.38
H 7.886 -5.776 0.520 0.50
H 7.079 -4.817 1.721 0.42
H 4.706 -4.101 1.428 0.80
H 5.448 -3.237 0.073 -0.18
H 3.014 -3.266 -0.100 -0.46
H 3.075 -5.059 -0.254 -1.49
H 4.535 -3.117 -2.138 0.23
H 3.120 -3.910 -2.595 -0.08
H 3.523 -6.682 -3.223 0.42
H 5.051 -7.380 -2.813 0.40
H 3.917 -6.952 -1.494 0.16
H 6.320 -4.227 -3.781 0.46
H 5.732 -5.788 -4.309 0.42
H 4.674 -4.383 -4.395 0.03
H 5.444 -6.548 1.675 0.49
H 5.903 -7.471 0.166 0.44
H 4.293 -6.876 0.440 0.03
H 7.824 -5.765 -2.030 0.36
C 1.567 4.144 -3.832 -1.39
C 1.782 2.590 -3.979 2.04
C 1.421 2.247 -5.448 -1.86
C 1.875 0.861 -5.902 0.90
C 3.350 0.651 -5.574 -1.80
C 3.736 0.953 -4.117 2.46
N 3.184 2.257 -3.767 0.24
O 3.619 2.655 -2.496 -0.42
C 3.281 -0.210 -3.276 -0.12
C 5.229 1.041 -4.022 -2.01
C 0.790 1.927 -2.972 -0.32
H 1.743 4.511 -2.821 -0.13
H 0.518 4.327 -4.088 0.31
H 2.225 4.686 -4.512 0.52
H 0.358 2.429 -5.530 0.49
H 1.936 2.963 -6.086 0.42
H 1.695 0.684 -6.974 0.70
H 1.315 0.085 -5.366 -0.86
H 3.892 1.358 -6.204 0.40
H 3.746 -0.325 -5.869 0.38
H 3.462 -0.025 -2.211 -0.23
H 2.221 -0.401 -3.439 -0.82
H 3.788 -1.171 -3.515 0.60
H 5.719 0.307 -4.670 0.42
H 5.548 2.054 -4.250 0.48
H 5.581 0.824 -3.008 0.11
H 0.579 0.888 -3.304 -0.46
H -0.146 2.478 -2.920 0.01
H 1.176 1.824 -1.939 -0.18
H 3.092 2.187 -1.836 0.09
O -3.777 -4.315 1.419 -0.74
H -3.872 -4.079 0.468 0.21
H -3.172 -3.629 1.765 0.32
O -4.968 -3.881 -1.655 -0.52
H -4.691 -4.602 -2.248 0.27
H -5.893 -4.030 -1.395 0.22